This record from the OMol25 dataset describes a single C3H3NO2 molecule. The level of theory is ωB97M-V/def2-TZVPD.

Structure (XYZ):
```
9
C3H3NO2 (ωB97M-V/def2-TZVPD)
O 1.19010 -0.08637 1.15858
C 0.04456 -0.55195 1.66245
O -1.06514 -0.30929 1.27942
C -0.47963 0.00405 -1.83429
C 0.36836 0.32855 -0.91256
N 1.17228 0.72032 -0.06266
H 0.32151 -1.21816 2.48982
H -0.17271 -0.68398 -2.59608
H -1.48655 0.39017 -1.85556
```

Computed properties:
Total energy: -8741.3420 eV
SMILES: C=C=NOC=O
HOMO-LUMO gap: 0.3959 hartree
Strongest force on any atom: 0.020 Eh/bohr
Energy above the lowest of the compared OMol25 structures with the same formula, charge and spin: 87.38 kcal per mole